Record 1
# C32H44BrMnN3P2S

C32H44BrMnN3P2S as an isolated structure (ωB97M-V with the def2-TZVPD basis set, OMol25).

Positions of all 84 atoms, in Å:
C (2.39, 3.95, -6.05)
C (1.44, 4.01, -5.00)
C (0.14, 4.52, -5.28)
C (-0.07, 5.17, -6.51)
N (0.89, 5.21, -7.46)
C (2.08, 4.62, -7.26)
C (1.67, 3.52, -3.68)
C (1.31, 2.64, -2.87)
C (1.06, 1.47, -2.05)
C (1.56, 0.20, -2.34)
C (1.14, -0.88, -1.53)
C (0.40, -0.64, -0.32)
C (-0.11, 0.67, -0.06)
C (0.16, 1.69, -0.96)
Mn (1.61, 3.47, -1.05)
P (-0.65, -3.09, 0.05)
H (-0.68, 4.45, -4.55)
H (3.34, 3.41, -5.94)
H (-1.03, 5.66, -6.73)
H (2.82, 4.67, -8.07)
H (-0.48, 2.59, -1.00)
H (2.14, 0.13, -3.27)
H (-0.68, 0.83, 0.88)
H (1.37, -1.94, -1.72)
C (-1.00, -4.21, 1.45)
C (-2.31, -5.01, 1.49)
H (-0.92, -3.58, 2.34)
H (-0.15, -4.91, 1.49)
H (-2.26, -5.72, 2.32)
H (-3.18, -4.37, 1.65)
H (-2.47, -5.62, 0.59)
C (-2.21, -2.50, -0.65)
C (-2.43, -2.49, -2.16)
H (-2.43, -1.50, -0.22)
H (-2.94, -3.20, -0.22)
H (-3.31, -1.88, -2.39)
H (-1.63, -2.04, -2.74)
H (-2.62, -3.49, -2.56)
C (0.26, -4.13, -1.13)
C (-0.36, -5.49, -1.48)
H (1.24, -4.30, -0.66)
H (0.39, -3.55, -2.05)
H (0.24, -5.93, -2.28)
H (-0.35, -6.20, -0.64)
H (-1.38, -5.40, -1.87)
Br (1.04, -1.51, 1.25)
P (-3.19, 1.91, 2.51)
C (-3.35, 0.20, 1.88)
C (-4.59, -0.49, 2.42)
H (-2.44, -0.36, 2.11)
H (-3.38, 0.26, 0.79)
H (-4.97, -1.24, 1.73)
H (-4.43, -0.96, 3.39)
H (-5.39, 0.25, 2.54)
C (-1.79, 1.66, 3.65)
C (-1.97, 2.60, 4.83)
H (-0.88, 1.81, 3.08)
H (-1.78, 0.62, 3.97)
H (-1.32, 2.35, 5.66)
H (-1.78, 3.64, 4.56)
H (-2.99, 2.54, 5.23)
C (-2.79, 2.96, 1.09)
C (-3.91, 3.99, 0.84)
H (-2.50, 2.32, 0.24)
H (-1.87, 3.48, 1.35)
H (-3.57, 4.85, 0.26)
H (-4.78, 3.56, 0.34)
H (-4.25, 4.38, 1.80)
N (2.45, 2.17, 2.29)
C (3.36, 1.15, 2.32)
N (3.19, -0.04, 1.83)
C (4.29, -0.87, 1.99)
C (4.41, -2.21, 1.59)
C (5.55, -2.92, 1.94)
C (6.60, -2.26, 2.57)
C (6.54, -0.91, 2.90)
C (5.38, -0.21, 2.60)
S (4.98, 1.49, 2.87)
H (2.58, 2.92, 2.96)
H (1.48, 1.89, 2.18)
H (3.60, -2.67, 1.04)
H (5.62, -3.98, 1.72)
H (7.52, -2.79, 2.78)
H (7.33, -0.35, 3.39)

Calculated values
* multiplicity: 6
* energy relative to the best compared isomer or geometry (same formula, charge and spin): 613.6 kJ/mol
* total charge: +2
* HOMO energy (alpha / beta): -12.38 / -12.38 eV
* lowest unoccupied orbital energy (alpha / beta): -6.91 / -7.00 eV
* E: -169122.0215 eV

Record 2
# C32H44Cl2NPW

C32H44Cl2NPW as an isolated structure (ωB97M-V with the def2-TZVPD basis set, OMol25).

Positions of all 81 atoms, in Å:
P (-0.16, 0.93, -1.39)
C (-1.79, 0.34, -2.03)
C (-2.31, 1.07, -3.27)
C (-3.75, 0.63, -3.53)
C (-3.90, -0.91, -3.60)
C (-3.23, -1.69, -2.45)
C (-1.81, -1.19, -2.19)
C (1.22, 0.22, -2.37)
C (1.15, 0.55, -3.85)
C (2.49, 0.17, -4.47)
C (2.88, -1.29, -4.18)
C (2.74, -1.74, -2.72)
C (1.40, -1.30, -2.13)
C (-0.09, 2.78, -1.49)
C (-1.23, 3.41, -0.66)
C (-1.17, 4.94, -0.61)
C (0.21, 5.49, -0.21)
C (1.38, 4.82, -0.94)
C (1.27, 3.29, -0.98)
H (-2.43, 0.60, -1.17)
H (-1.66, 0.84, -4.13)
H (-2.26, 2.16, -3.12)
H (-4.09, 1.07, -4.48)
H (-4.37, 1.00, -2.71)
H (-4.96, -1.17, -3.61)
H (-3.49, -1.27, -4.56)
H (-3.81, -1.56, -1.52)
H (-3.17, -2.76, -2.70)
H (-1.38, -1.69, -1.30)
H (-1.17, -1.46, -3.04)
H (2.10, 0.73, -1.94)
H (3.26, 0.83, -4.05)
H (0.96, 1.63, -3.98)
H (0.31, 0.02, -4.32)
H (2.44, 0.33, -5.55)
H (3.93, -1.45, -4.48)
H (2.28, -1.96, -4.81)
H (2.82, -2.83, -2.63)
H (3.55, -1.29, -2.11)
H (1.31, -1.56, -1.06)
H (0.60, -1.84, -2.64)
H (-0.23, 2.97, -2.59)
H (-2.20, 3.11, -1.06)
H (-1.20, 3.02, 0.37)
H (-1.41, 5.33, -1.61)
H (-1.93, 5.31, 0.08)
H (0.35, 5.38, 0.87)
H (0.22, 6.57, -0.41)
H (2.33, 5.10, -0.46)
H (1.41, 5.21, -1.97)
H (2.08, 2.90, -1.61)
H (1.45, 2.90, 0.03)
W (0.06, -0.24, 2.41)
Cl (1.99, 0.70, 1.63)
Cl (-1.79, 0.98, 1.78)
C (-0.33, -1.96, 1.53)
H (-1.37, -2.06, 1.19)
C (0.40, -3.22, 1.28)
C (1.82, -3.27, 1.32)
C (2.52, -4.48, 1.25)
C (1.85, -5.70, 1.07)
C (0.45, -5.68, 0.95)
C (-0.25, -4.48, 1.04)
H (2.37, -2.33, 1.41)
H (3.62, -4.48, 1.29)
H (-0.08, -6.63, 0.75)
H (-1.34, -4.49, 0.92)
H (2.40, -6.64, 1.00)
N (0.06, -0.63, 4.16)
C (0.08, -0.86, 5.34)
C (0.09, -0.40, 6.65)
C (-1.13, -0.06, 7.30)
C (-1.16, 0.11, 8.69)
C (0.02, 0.00, 9.44)
C (1.24, -0.19, 8.79)
C (1.30, -0.37, 7.41)
H (-2.06, 0.04, 6.72)
H (-2.11, 0.32, 9.20)
H (-0.03, 0.06, 10.53)
H (2.16, -0.23, 9.39)
H (2.27, -0.50, 6.91)

Calculated values
* multiplicity: 3
* HOMO energy (alpha / beta): -6.57 / -6.80 eV
* lowest unoccupied orbital energy (alpha / beta): -1.11 / -1.14 eV
* E: -71546.5136 eV

Record 3
# C32H44FeN5O4

C32H44FeN5O4 as an isolated structure (ωB97M-V with the def2-TZVPD basis set, OMol25).

Positions of all 86 atoms, in Å:
Fe (0.47, -0.53, 0.24)
C (5.03, 0.81, -5.01)
C (3.89, 0.38, -4.13)
C (3.11, -0.70, -4.48)
C (2.07, -1.23, -3.66)
C (1.42, -2.34, -4.19)
N (0.51, -3.25, -3.69)
C (0.53, -3.73, -2.32)
C (1.90, -4.30, -1.90)
C (2.19, -3.86, -0.47)
N (3.55, -4.11, -0.07)
C (4.01, -3.84, 1.19)
C (3.36, -3.20, 2.25)
C (3.71, -3.57, 3.57)
C (3.07, -3.07, 4.69)
C (3.44, -3.58, 6.05)
C (2.08, -2.12, 4.53)
C (1.74, -1.61, 3.26)
C (0.79, -0.55, 3.17)
N (0.25, -0.03, 2.11)
C (-0.65, 1.08, 2.27)
C (-0.20, 2.36, 1.51)
C (1.25, 2.24, 1.00)
N (1.37, 1.30, -0.08)
C (2.26, 1.49, -0.99)
C (2.54, 0.66, -2.11)
C (3.59, 1.07, -2.97)
C (1.81, -0.54, -2.39)
O (0.92, -1.00, -1.60)
C (2.40, -2.12, 2.09)
O (2.26, -1.55, 0.97)
H (5.21, 0.07, -5.78)
H (5.94, 0.93, -4.43)
H (4.81, 1.76, -5.50)
H (3.33, -1.22, -5.40)
H (1.65, -2.53, -5.23)
H (0.33, -3.99, -4.36)
H (-0.26, -4.48, -2.22)
H (0.28, -2.89, -1.68)
H (2.66, -3.88, -2.56)
H (1.92, -5.39, -2.00)
H (1.54, -4.38, 0.24)
H (1.96, -2.79, -0.41)
H (4.24, -4.06, -0.81)
H (4.94, -4.35, 1.42)
H (4.47, -4.33, 3.70)
H (3.95, -4.54, 5.97)
H (2.55, -3.71, 6.67)
H (4.11, -2.88, 6.56)
H (1.55, -1.74, 5.40)
H (0.49, -0.14, 4.14)
H (-0.78, 1.32, 3.34)
H (-1.61, 0.74, 1.88)
H (-0.21, 3.19, 2.22)
H (-0.56, 3.31, -0.38)
H (1.88, 1.90, 1.83)
H (1.61, 3.24, 0.70)
H (2.89, 2.40, -0.94)
H (4.17, 1.94, -2.69)
N (-1.25, 0.84, -2.36)
C (-2.08, -0.30, -2.72)
C (-3.12, -0.60, -1.64)
C (-2.56, -1.54, -0.53)
O (-3.12, -2.63, -0.37)
O (-1.59, -1.10, 0.14)
H (-1.68, 1.71, -2.67)
H (-0.33, 0.77, -2.76)
H (-1.42, -1.17, -2.84)
H (-2.60, -0.13, -3.68)
H (-3.98, -1.12, -2.09)
H (-3.46, 0.33, -1.18)
C (-3.13, 3.71, -0.71)
C (-2.44, 3.44, 0.63)
C (-3.38, 2.62, 1.51)
C (-2.14, 4.78, 1.30)
C (-1.13, 2.69, 0.33)
H (-4.08, 4.23, -0.56)
H (-3.34, 2.77, -1.22)
H (-2.50, 4.32, -1.36)
H (-4.37, 3.09, 1.55)
H (-3.00, 2.56, 2.52)
H (-3.50, 1.62, 1.11)
H (-3.05, 5.39, 1.35)
H (-1.39, 5.34, 0.75)
H (-1.79, 4.64, 2.32)
H (-1.34, 1.75, -0.19)

Calculated values
* multiplicity: 5
* energy relative to the best compared isomer or geometry (same formula, charge and spin): 37.8 kJ/mol
* total charge: -1
* HOMO energy (alpha / beta): -2.61 / -4.49 eV
* lowest unoccupied orbital energy (alpha / beta): 2.61 / 2.61 eV
* E: -83927.3722 eV

Record 4
# C32H44FeN7Si

C32H44FeN7Si as an isolated structure (ωB97M-V with the def2-TZVPD basis set, OMol25).

Positions of all 85 atoms, in Å:
Fe (-0.72, -0.87, 0.01)
C (-3.97, -1.02, 1.66)
C (-2.99, 0.05, 2.12)
N (-1.58, -0.35, 1.97)
C (-1.18, -1.38, 2.94)
C (0.18, -1.92, 2.58)
N (0.15, -2.35, 1.18)
C (1.40, -3.08, 0.80)
C (1.97, -2.69, -0.54)
C (1.12, -3.06, -1.72)
N (-0.23, -2.42, -1.66)
C (-1.29, -3.44, -1.63)
C (-2.64, -2.83, -1.37)
N (-2.59, -2.11, -0.09)
C (-3.85, -1.40, 0.20)
H (-4.98, -0.64, 1.84)
H (-3.89, -1.92, 2.28)
H (-3.20, 0.31, 3.17)
H (-3.15, 0.95, 1.54)
H (-1.00, 0.46, 2.13)
H (-1.91, -2.19, 2.92)
H (-1.19, -0.99, 3.97)
H (0.46, -2.74, 3.25)
H (0.94, -1.14, 2.67)
H (-0.61, -3.01, 1.09)
H (1.19, -4.16, 0.85)
H (2.13, -2.88, 1.58)
H (2.96, -3.12, -0.66)
H (2.10, -1.61, -0.57)
H (0.98, -4.15, -1.77)
H (1.62, -2.77, -2.65)
H (-0.32, -1.88, -2.51)
H (-1.04, -4.13, -0.81)
H (-1.30, -4.05, -2.54)
H (-3.43, -3.58, -1.39)
H (-2.88, -2.10, -2.14)
H (-2.48, -2.81, 0.64)
H (-4.70, -2.04, -0.08)
H (-3.90, -0.52, -0.44)
C (4.55, 0.36, 3.44)
C (3.68, 1.43, 3.44)
C (2.70, 1.54, 2.46)
C (2.54, 0.58, 1.46)
C (3.45, -0.48, 1.48)
C (4.44, -0.60, 2.44)
Si (1.17, 0.71, 0.11)
C (0.58, 2.50, 0.39)
C (0.06, 2.90, 1.63)
C (-0.40, 4.19, 1.87)
C (-0.36, 5.14, 0.85)
C (0.15, 4.77, -0.39)
C (0.61, 3.48, -0.61)
C (2.15, 0.77, -1.53)
C (1.47, 0.80, -2.76)
C (2.13, 0.75, -3.97)
C (3.51, 0.67, -4.01)
C (4.22, 0.66, -2.81)
C (3.54, 0.71, -1.60)
H (5.32, 0.27, 4.20)
H (3.77, 2.20, 4.19)
H (2.07, 2.42, 2.48)
H (3.44, -1.22, 0.69)
H (5.14, -1.43, 2.41)
H (0.07, 2.21, 2.47)
H (-0.76, 4.46, 2.85)
H (-0.69, 6.15, 1.03)
H (0.21, 5.51, -1.18)
H (1.03, 3.24, -1.58)
H (0.38, 0.87, -2.76)
H (1.56, 0.79, -4.90)
H (4.04, 0.63, -4.95)
H (5.30, 0.61, -2.82)
H (4.13, 0.71, -0.69)
N (-3.51, 3.53, -1.02)
C (-2.97, 2.41, -1.56)
C (-2.21, 1.53, -0.75)
N (-1.68, 0.42, -1.22)
C (-1.89, 0.18, -2.54)
C (-2.65, 1.03, -3.31)
N (-3.20, 2.14, -2.84)
H (-3.08, 3.91, -0.19)
H (-3.92, 4.19, -1.66)
H (-2.04, 1.78, 0.28)
H (-1.44, -0.68, -2.99)
H (-2.81, 0.80, -4.36)

Calculated values
* multiplicity: 1
* total charge: +1
* HOMO energy (alpha / beta): -9.85 / -9.81 eV
* lowest unoccupied orbital energy (alpha / beta): -2.46 / -2.45 eV
* E: -86589.7197 eV

Record 5
# C32H45AsClN6O4PbSSi3

C32H45AsClN6O4PbSSi3 as an isolated structure (ωB97M-V with the def2-TZVPD basis set, OMol25).

Positions of all 94 atoms, in Å:
Pb (1.94, -1.05, -2.45)
N (3.37, -4.90, -0.49)
C (2.62, -4.16, -1.35)
S (3.43, -3.45, -2.70)
N (1.31, -4.18, -1.10)
N (0.60, -3.33, -1.86)
C (-0.63, -3.61, -2.02)
C (-1.54, -2.78, -2.82)
C (-2.88, -3.16, -2.94)
C (-3.71, -2.44, -3.78)
C (-3.20, -1.34, -4.46)
C (-1.86, -1.02, -4.25)
N (-1.05, -1.72, -3.46)
H (4.36, -4.75, -0.52)
H (2.94, -5.14, 0.39)
H (-1.04, -4.52, -1.58)
H (-3.24, -4.01, -2.39)
H (-4.75, -2.73, -3.90)
H (-3.81, -0.75, -5.12)
H (-1.42, -0.16, -4.74)
C (3.16, 0.84, -4.04)
C (1.78, 0.95, -4.42)
C (1.10, 1.62, -3.39)
C (2.05, 1.92, -2.37)
C (3.31, 1.48, -2.80)
H (3.96, 0.51, -4.69)
H (1.39, 0.69, -5.39)
H (0.05, 1.89, -3.37)
H (1.84, 2.43, -1.45)
H (4.24, 1.59, -2.25)
O (6.04, -0.74, 2.96)
C (5.15, -1.61, 3.38)
O (5.27, -2.23, 4.42)
C (3.93, -1.82, 2.51)
C (2.81, -2.51, 2.92)
Cl (2.45, -3.09, 4.48)
N (1.94, -2.55, 1.88)
N (2.43, -1.88, 0.81)
C (3.62, -1.45, 1.16)
C (4.46, -0.70, 0.14)
O (5.45, -0.06, 0.59)
O (4.12, -0.78, -1.05)
C (0.68, -3.22, 1.75)
C (-0.23, -2.74, 0.83)
C (-1.43, -3.40, 0.65)
C (-1.74, -4.53, 1.39)
C (-0.82, -5.01, 2.31)
C (0.40, -4.37, 2.47)
H (5.79, -0.36, 2.02)
H (0.01, -1.85, 0.26)
H (-2.13, -3.04, -0.09)
H (-2.70, -5.03, 1.26)
H (-1.04, -5.89, 2.89)
H (1.12, -4.78, 3.16)
C (-0.02, 4.70, -1.36)
Si (-0.17, 4.10, 0.41)
C (-1.25, 5.37, 1.28)
C (1.53, 4.16, 1.20)
As (-0.82, 1.82, 0.45)
Si (-3.03, 2.03, -0.32)
C (-4.13, 3.35, 0.44)
C (-3.95, 0.40, -0.19)
C (-2.93, 2.38, -2.16)
Si (-0.98, 1.53, 2.80)
C (0.80, 1.16, 3.30)
C (-1.58, 2.99, 3.83)
C (-2.04, 0.09, 3.35)
H (0.40, 5.71, -1.37)
H (-0.99, 4.73, -1.86)
H (0.64, 4.05, -1.95)
H (-0.79, 6.36, 1.18)
H (-1.37, 5.16, 2.34)
H (-2.25, 5.42, 0.83)
H (2.05, 5.09, 0.95)
H (2.15, 3.32, 0.84)
H (1.47, 4.09, 2.29)
H (-4.06, 3.37, 1.53)
H (-5.18, 3.16, 0.17)
H (-3.87, 4.35, 0.07)
H (-3.94, 0.00, 0.83)
H (-3.49, -0.33, -0.86)
H (-4.99, 0.53, -0.50)
H (-2.50, 3.37, -2.38)
H (-3.93, 2.34, -2.62)
H (-2.31, 1.63, -2.65)
H (1.33, 2.06, 3.61)
H (1.35, 0.73, 2.45)
H (0.85, 0.44, 4.13)
H (-0.83, 3.78, 3.87)
H (-1.78, 2.66, 4.85)
H (-2.50, 3.42, 3.42)
H (-1.64, -0.86, 2.99)
H (-3.08, 0.17, 3.00)
H (-2.05, 0.05, 4.45)

Calculated values
* multiplicity: 1
* energy relative to the best compared isomer or geometry (same formula, charge and spin): 101.7 kJ/mol
* total charge: -1
* HOMO energy: -5.15 eV
* lowest unoccupied orbital energy: 2.01 eV
* E: -164128.1916 eV